22
Properties=species:S:1:pos:R:3:forces:R:3 method="wB97M-V/def2-TZVPD" homo_ev=-5.2 charge=-1 total_energy_ev=-24335.4497 e_above_lowest_kcal_mol=32.04 spin_multiplicity=1
C 0.264220 -2.235151 1.212379 2.0 -1.7 -0.9
C 0.652395 1.069002 1.172002 -3.5 0.6 2.9
C -0.062740 0.526335 -2.963150 1.6 -1.3 1.0
C -0.236726 0.013870 1.964433 0.2 0.5 -1.4
C 0.023205 -0.635988 -2.317748 2.5 1.3 0.6
N -0.481115 -1.113670 1.053300 0.3 -0.4 1.0
O -2.737335 -2.042037 1.961619 0.1 0.2 0.7
O -2.257577 -2.030687 -0.571238 0.0 -0.9 -1.8
O 0.171368 -3.313023 0.611464 -0.2 1.7 1.0
O -2.679827 0.078520 0.600267 -0.8 -0.7 5.4
P -2.138305 -1.445063 0.755484 -1.5 -0.2 -0.1
H 1.179274 -2.121262 1.890782 -0.9 0.3 -0.3
H 1.593845 0.674772 1.022811 2.3 -0.3 0.1
H 0.217214 1.175558 0.224926 -0.8 0.0 -1.5
H 0.500672 2.075616 1.664020 1.0 -1.0 -0.3
H -0.812933 0.660444 -3.669341 -1.3 0.8 -1.0
H -2.571461 0.326938 -0.239255 0.6 1.5 -5.3
H 0.802507 1.206093 -2.864145 -0.8 -0.1 -0.2
H -1.231002 0.390939 2.232582 0.6 0.3 -0.1
H 0.200065 -0.363135 2.871624 0.6 0.0 0.4
H 0.925598 -0.818504 -1.733605 0.1 0.5 0.2
H -0.515972 -1.511336 -2.202394 -2.2 -1.1 -0.5

***

91
Properties=species:S:1:pos:R:3:forces:R:3 method="wB97M-V/def2-TZVPD" homo_ev=-13.4 charge=+2 total_energy_ev=-77352.0812 e_above_lowest_kcal_mol=19.80 spin_multiplicity=1
Al -0.496441 -0.847535 -0.059869 -0.1 0.1 0.5
C 2.376777 -0.485278 -1.388624 0.0 0.0 0.0
N 1.442488 -0.391473 -0.247991 0.0 0.1 0.4
C 1.895367 -0.171013 0.952628 0.1 0.0 -0.3
C 1.029348 -0.321855 2.058614 -0.2 -0.1 0.4
C 1.212948 -0.163026 3.429961 0.2 0.0 -0.1
C 0.004167 -0.510976 4.035193 -0.1 0.0 0.1
C -0.871365 -0.862464 3.015349 -0.2 -0.1 -0.1
N -0.269440 -0.763095 1.813604 0.3 0.3 -0.2
C 3.650178 0.308532 -1.249032 -0.1 0.0 0.0
C 4.869069 -0.327722 -1.047676 -0.1 0.0 0.0
C 6.041573 0.410015 -0.955005 0.1 0.0 0.0
C 6.002392 1.791658 -1.055761 0.0 0.0 0.0
C 4.787173 2.435205 -1.252059 -0.1 0.0 0.0
C 3.619261 1.696468 -1.352056 0.1 0.0 0.0
H 1.839740 -0.173837 -2.283477 0.0 0.0 0.0
H 2.617791 -1.544408 -1.525028 0.0 0.0 -0.1
H 2.938706 0.095751 1.112896 0.0 0.0 0.0
H 2.114434 0.167224 3.923266 0.0 0.0 0.0
H -0.219770 -0.494143 5.089396 0.0 0.0 0.0
H -1.898515 -1.188447 3.097917 0.0 0.0 0.0
H 4.907754 -1.410206 -0.982648 0.0 0.0 0.0
H 6.986615 -0.098326 -0.817038 0.0 0.0 0.0
H 6.916051 2.367386 -0.994899 0.0 0.0 0.0
H 4.752406 3.513905 -1.338198 0.0 0.0 0.0
H 2.676080 2.191665 -1.542050 -0.1 0.0 -0.1
C -3.332855 -4.477925 -1.659964 -0.1 0.2 0.0
C -3.319038 -2.951843 -1.741038 0.2 0.1 0.0
C -2.348466 -2.460693 -2.820805 -0.2 -0.1 0.2
C -3.037904 -2.382441 -0.323844 -0.3 -0.1 -0.3
C -4.330163 -2.132959 0.437166 0.3 -0.3 0.1
O -4.580328 -0.742288 0.156871 -0.2 0.1 -0.2
C -3.454763 -0.180386 -0.236162 0.2 -0.3 0.0
N -2.444645 -1.006880 -0.379161 0.1 -0.4 0.2
C -3.577345 1.256277 -0.493764 -0.1 0.3 0.1
C -4.873206 1.732524 -0.740576 0.0 -0.1 0.0
C -5.102000 3.080432 -0.924982 0.0 0.0 0.0
C -4.047890 3.978806 -0.830316 0.0 0.0 0.0
C -2.763355 3.516689 -0.602157 0.0 0.0 0.0
C -2.509703 2.157603 -0.456235 0.0 -0.3 0.1
P -0.783685 1.592863 -0.316042 -0.2 0.6 -0.4
C -0.152715 2.212603 -1.897405 0.2 -0.2 0.1
C 0.307372 3.507060 -2.120730 0.0 -0.1 0.1
C 0.676840 3.888177 -3.402272 0.0 0.1 0.0
C 0.578913 2.991964 -4.457254 0.0 0.0 0.0
C 0.109266 1.702955 -4.243109 0.0 0.0 0.0
C -0.250921 1.315999 -2.963340 0.1 0.1 0.2
C -0.141141 2.559053 1.069756 0.0 -0.2 0.0
C 1.141972 3.101035 1.093333 0.0 -0.1 -0.1
C 1.599935 3.726239 2.243209 0.1 0.0 0.0
C 0.796843 3.792897 3.371278 0.0 0.0 0.1
C -0.479082 3.242842 3.355685 0.0 0.0 0.0
C -0.947092 2.625691 2.209336 0.0 0.0 -0.1
H -3.699960 -4.903934 -2.592666 0.0 0.0 0.0
H -3.982017 -4.825850 -0.853118 0.0 -0.1 0.0
H -2.325034 -4.859128 -1.486554 0.0 0.0 0.0
H -4.318417 -2.610962 -2.032448 0.0 0.0 0.0
H -1.309363 -2.623700 -2.527230 0.1 0.0 -0.1
H -2.493421 -1.403082 -3.043387 0.0 0.0 0.0
H -2.520054 -3.021852 -3.738398 0.0 0.0 0.0
H -2.369053 -3.047850 0.209722 0.0 0.0 0.0
H -4.231385 -2.250833 1.518063 0.0 0.1 0.0
H -5.174542 -2.718121 0.083899 0.0 0.0 0.0
H -5.692508 1.030717 -0.797056 0.0 0.1 0.0
H -6.102808 3.432527 -1.133499 0.0 0.0 0.0
H -4.227546 5.039836 -0.941298 0.0 0.0 0.0
H -1.946214 4.222856 -0.534365 0.0 0.0 0.0
H 0.396585 4.203073 -1.295521 0.0 0.0 -0.1
H 1.034234 4.894070 -3.579135 0.0 0.0 0.0
H 0.872441 3.301245 -5.451401 0.0 0.0 0.0
H 0.028917 1.007729 -5.068258 0.0 0.0 0.0
H -0.620485 0.309887 -2.773696 0.0 0.0 -0.2
H 1.781145 3.038696 0.220607 0.0 0.0 0.1
H 2.587837 4.168168 2.254957 0.0 0.0 0.0
H 1.163284 4.273291 4.268892 0.0 0.0 0.0
H -1.107066 3.301957 4.234571 0.0 0.0 0.0
H -1.941962 2.196032 2.188025 0.0 0.0 0.1
C 0.870616 -4.320636 3.429094 0.1 0.0 0.1
N 0.412589 -3.913066 2.099899 0.1 -0.2 0.1
C 1.082273 -3.460649 1.055726 -0.2 0.2 0.0
S 0.162740 -3.120885 -0.400077 -0.3 -0.3 -0.4
N 2.388744 -3.283959 0.994492 0.2 -0.1 0.1
C 3.431832 -3.602776 1.968530 0.1 0.0 0.1
H 0.023789 -4.244216 4.105657 0.0 0.0 0.0
H 1.652152 -3.662884 3.793491 -0.1 0.0 0.0
H 1.220272 -5.352892 3.430843 0.0 0.0 0.0
H -0.556593 -4.100990 1.907242 -0.1 0.1 -0.1
H 2.705475 -2.914152 0.113780 0.0 0.0 -0.1
H 3.498510 -2.833412 2.738292 0.0 0.0 0.0
H 4.381055 -3.641506 1.441627 0.0 0.0 -0.1
H 3.264268 -4.573046 2.425784 0.0 0.0 0.0

***

15
Properties=species:S:1:pos:R:3:forces:R:3 method="wB97M-V/def2-TZVPD" homo_ev=-13.2 charge=+1 total_energy_ev=-9748.4690 e_above_lowest_kcal_mol=92.13 spin_multiplicity=1
C 3.255680 -0.865710 -0.453365 4.7 -3.1 1.3
C -1.186002 -1.337919 -0.185029 -2.9 1.8 -1.8
C -1.485876 0.114397 -0.621947 -0.3 0.1 -3.6
N 2.525214 0.014807 -0.066416 -3.0 3.4 0.5
N 1.792473 0.869483 0.126387 -0.1 0.2 0.2
N -0.842055 1.039762 0.330398 1.3 -2.4 -2.4
O -0.577073 -1.502447 0.796489 1.9 -0.9 2.3
H 4.147107 -1.054005 0.274647 -1.7 -0.2 -1.8
H 2.983595 -1.305017 -1.384517 0.4 -0.5 -0.5
H -1.712487 -2.103182 -0.769755 0.4 -0.3 -0.2
H -2.555801 0.355152 -0.959047 1.3 -0.4 1.3
H -0.975828 0.249814 -1.639862 -0.3 -0.2 1.3
H 0.252286 0.703121 0.303181 -1.2 1.6 0.7
H -1.230431 0.806489 1.175650 -0.8 -0.5 3.2
H -1.046289 1.983018 0.143633 0.2 1.6 -0.5

***

105
Properties=species:S:1:pos:R:3:forces:R:3 method="wB97M-V/def2-TZVPD" smiles="C/C(Cl)=C(/Cl)[C@@H]1CNC(=O)[C@@H]1OC[C@@H](C)C(C)C.CC#N.CC#N.CC#N.CC#N.CC#N.CC#N.CC#N.CC#N.CC#N.CC#N.CC#N" homo_ev=-9.4 total_energy_ev=-84187.6541 spin_multiplicity=1
C 6.109362 0.936945 0.239956 0.0 0.2 0.1
C 5.428237 -0.060801 -0.644421 1.4 0.5 -0.7
Cl 6.260521 -0.371046 -2.156822 0.1 0.2 0.3
C 4.299250 -0.671964 -0.386275 -0.4 -0.5 -0.2
Cl 3.649184 -1.773424 -1.572977 -0.4 0.0 0.6
C 3.575507 -0.420687 0.867319 -2.4 -1.5 0.3
C 3.198470 -1.626006 1.774394 0.4 1.3 1.1
N 2.372290 -0.924738 2.797255 -1.0 0.4 0.2
C 1.981084 0.372047 2.311695 1.6 -2.1 -2.4
O 1.622315 1.286868 2.946276 -1.1 1.9 1.4
C 2.183180 0.236807 0.772500 0.9 0.5 1.0
O 1.169014 -0.641933 0.399877 -0.1 0.1 -0.9
C -0.109990 -0.002822 0.511063 -0.6 -0.4 -0.6
C -1.089149 -0.595149 -0.509224 0.2 0.4 -0.1
C -1.016774 -2.113450 -0.560940 -0.2 -0.1 -0.4
C -2.521968 -0.039541 -0.303111 0.1 0.2 0.3
C -2.511658 1.454323 0.067329 0.5 -0.7 0.9
C -3.299037 -0.755778 0.813320 0.1 0.4 -0.6
H 6.015770 0.691286 1.292881 0.0 -0.2 0.1
H 5.664573 1.923608 0.111155 0.1 0.1 -0.1
H 7.168323 0.998793 0.010525 0.0 0.0 -0.1
H 4.052636 0.238403 1.585648 0.9 0.2 -0.6
H 4.088002 -1.907712 2.322359 0.1 -0.7 -0.2
H 2.667576 -2.458863 1.333193 0.1 0.0 -0.3
H 1.458859 -1.359042 2.937156 0.3 -0.5 0.4
H 2.282485 1.150164 0.179570 -0.6 0.2 0.1
H -0.547990 -0.152057 1.495301 0.4 0.1 0.3
H 0.043281 1.052977 0.301767 -0.2 0.2 0.2
H -0.780142 -0.209534 -1.486009 0.2 -0.1 -0.1
H -1.590003 -2.618469 0.212724 0.0 0.1 0.2
H 0.000915 -2.486827 -0.504828 0.1 0.2 0.0
H -1.398756 -2.467375 -1.516948 -0.1 -0.1 0.0
H -3.031564 -0.125779 -1.264575 -0.1 -0.2 0.0
H -3.506041 1.878249 -0.006322 0.0 0.2 -0.3
H -2.224108 1.514614 1.125787 0.0 0.1 0.0
H -1.764699 2.017703 -0.477715 -0.2 0.2 -0.3
H -4.204012 -0.181898 1.015475 -0.2 -0.1 0.0
H -3.562208 -1.777883 0.559225 0.0 -0.1 0.1
H -2.685563 -0.727396 1.707952 0.0 -0.2 0.2
C -3.951674 5.315317 -1.967728 0.4 -0.2 -0.1
C -3.494997 3.946105 -2.200431 -0.4 1.3 0.1
N -3.139538 2.878667 -2.381810 0.3 -1.0 -0.5
H -3.100937 5.995943 -1.968942 0.0 0.0 0.1
H -4.642070 5.611013 -2.747570 0.0 0.0 0.0
H -4.451451 5.380297 -1.008229 -0.1 0.0 0.0
C 6.764995 -3.300868 0.641873 -0.1 -0.1 0.1
C 5.820414 -3.850624 1.616338 1.2 0.6 -1.2
N 5.095880 -4.291650 2.372389 -1.0 -0.7 1.0
H 7.716993 -3.095770 1.128339 0.0 0.0 0.0
H 6.919889 -4.017150 -0.164138 0.0 0.0 0.0
H 6.367284 -2.376565 0.224843 0.0 0.0 0.0
C 7.060095 -7.155083 3.737354 0.2 0.0 -0.1
C 8.450922 -7.403523 3.351759 -1.3 0.2 0.4
N 9.531859 -7.596582 3.050682 1.1 -0.2 -0.3
H 6.461529 -8.045283 3.555947 0.0 0.0 0.0
H 7.009800 -6.901266 4.794075 0.0 0.0 0.0
H 6.654562 -6.329949 3.155088 0.0 0.0 0.0
C -7.964465 3.119148 -1.996281 0.1 0.1 -0.1
C -7.255220 4.218738 -2.650886 -0.6 -1.0 0.6
N -6.699057 5.072009 -3.160254 0.3 0.8 -0.6
H -7.970534 3.275346 -0.919499 0.0 0.0 0.0
H -8.989821 3.076499 -2.357611 0.0 0.0 0.0
H -7.466470 2.177569 -2.218792 0.0 0.0 0.0
C -2.359794 5.783773 1.703007 -0.2 0.1 -0.1
C -3.563026 6.422413 1.165959 1.5 -0.7 0.9
N -4.496188 6.921410 0.756022 -1.4 0.7 -0.5
H -1.628047 6.543653 1.969244 0.0 0.0 0.0
H -2.614331 5.206099 2.589148 0.0 0.0 0.0
H -1.929881 5.118579 0.955233 0.0 0.0 0.0
C 1.783376 -5.360975 -0.296706 -0.2 0.1 -0.1
C 0.457942 -5.194046 -0.897952 1.2 -0.2 0.5
N -0.571846 -5.064308 -1.365747 -1.0 0.0 -0.5
H 2.095648 -6.400141 -0.375166 0.0 0.0 0.0
H 2.505075 -4.731273 -0.814178 0.0 0.0 0.0
H 1.750158 -5.076051 0.753271 0.0 0.0 0.0
C 5.600087 -3.237691 -4.540579 0.0 -0.2 0.1
C 5.781098 -4.269880 -3.517657 -0.2 1.0 -0.9
N 5.923440 -5.063862 -2.713812 0.1 -0.8 0.9
H 4.569079 -2.890045 -4.533005 0.0 0.0 0.0
H 6.259029 -2.398604 -4.330781 0.0 0.0 0.0
H 5.833600 -3.638580 -5.524800 0.0 0.0 0.0
C -8.480055 7.896159 -4.165381 -0.2 0.0 -0.1
C -9.796811 8.095450 -4.775268 1.2 -0.1 0.6
N -10.820925 8.250283 -5.248139 -1.0 0.1 -0.5
H -8.190596 6.850945 -4.240899 0.0 0.0 0.0
H -7.739816 8.507802 -4.676854 0.0 0.0 0.0
H -8.512453 8.180445 -3.115626 0.0 0.0 0.0
C -2.956874 1.967343 -5.786371 0.1 0.0 -0.2
C -2.631452 1.896715 -7.213226 -0.3 0.1 1.3
N -2.377615 1.841859 -8.321776 0.3 -0.1 -1.1
H -2.323192 1.282668 -5.227252 0.0 0.0 0.0
H -2.796029 2.978063 -5.419085 0.0 0.0 0.0
H -3.998317 1.694734 -5.630784 0.0 0.0 0.0
C 0.865921 0.408959 5.760083 -0.3 0.0 0.3
C -0.161635 0.474955 6.803694 1.0 -0.1 -0.9
N -0.964488 0.526933 7.610230 -0.8 0.0 0.8
H 1.833168 0.683483 6.175453 0.0 0.0 0.0
H 0.924238 -0.602486 5.363287 0.0 0.0 0.0
H 0.621130 1.090976 4.953578 0.0 0.0 0.0
C -2.253444 -3.403566 4.716633 0.1 0.1 -0.1
C -1.498472 -2.630967 3.730289 -0.7 -0.7 0.9
N -0.916029 -2.029664 2.958277 0.8 0.5 -0.6
H -2.267440 -4.452774 4.428897 0.0 0.0 0.0
H -1.787241 -3.305616 5.694932 0.0 0.0 0.0
H -3.274997 -3.032724 4.769086 0.0 0.0 0.0

***

32
Properties=species:S:1:pos:R:3:forces:R:3 method="wB97M-V/def2-TZVPD" smiles="O=[N+]([O-])c1cc([N+](=O)[O-])c2nonc2c1.CNN(C)C" homo_ev=-6.9 total_energy_ev=-28693.7654 e_above_lowest_kcal_mol=247.68 spin_multiplicity=1
O 3.432516 -1.459380 -0.655140 -2.1 1.1 -0.1
N 2.432719 -0.714209 -0.689129 2.8 1.6 0.4
O 2.523714 0.537987 -0.611193 -0.5 -2.7 -0.2
C 1.125113 -1.311149 -0.819788 -2.5 0.8 0.0
C 1.018556 -2.718187 -0.965119 -1.3 -1.0 -0.2
C -0.227168 -3.311990 -1.178469 0.6 1.5 0.2
N -0.312373 -4.753145 -1.294856 0.6 -2.8 -0.2
O -1.409679 -5.319965 -1.429421 1.7 1.7 0.3
O 0.773390 -5.377926 -1.247317 -1.9 1.2 -0.1
C -1.405379 -2.464471 -1.285179 -1.2 -1.1 -0.8
N -2.670743 -2.764895 -1.674516 1.3 1.9 0.8
O -3.319449 -1.547534 -1.680580 2.4 0.7 0.9
N -2.479631 -0.452164 -1.295250 0.7 -2.9 -0.5
C -1.275028 -1.062571 -1.081903 -2.0 -0.2 -0.5
C -0.011877 -0.487161 -0.824901 1.6 -0.2 -0.4
H 1.915099 -3.329432 -0.915824 -0.3 0.1 0.0
H 0.038466 0.585900 -0.726420 0.4 -0.1 0.2
C 0.570703 2.505619 3.085309 0.6 0.7 -0.2
N 0.889750 2.166216 1.716443 2.3 -0.5 2.3
N 0.014609 2.049352 0.703537 -2.1 0.1 -3.0
C 0.373562 2.804154 -0.509249 -0.4 0.1 0.8
C -1.410681 1.898264 0.985472 0.5 -0.1 -0.5
H 1.149989 1.847237 3.747673 -0.3 0.2 0.0
H 0.868954 3.547574 3.292569 -0.4 -0.1 0.3
H -0.494730 2.385627 3.305670 0.5 0.0 0.0
H 1.850683 2.260219 1.406815 -0.5 -0.2 0.3
H -0.505643 2.818541 -1.164223 0.3 0.1 0.0
H 0.685348 3.837581 -0.275910 -0.1 -0.1 -0.1
H 1.204609 2.291062 -1.010048 -0.2 0.2 0.0
H -1.973549 2.680738 0.457816 0.0 -0.1 0.4
H -1.743849 0.933891 0.578673 -0.3 0.2 0.3
H -1.627999 1.924219 2.054459 -0.1 0.0 -0.4

***

63
Properties=species:S:1:pos:R:3:forces:R:3 method="wB97M-V/def2-TZVPD" homo_ev="-10.6 / -10.6" charge=+1 total_energy_ev=-68341.0249 s2=0.759 e_above_lowest_kcal_mol=49.53 spin_multiplicity=2
Ru 2.721474 -0.380756 1.086912 0.0 -0.5 0.0
C -0.009440 -4.981182 1.488355 0.0 0.1 -0.1
S 1.009763 -4.639119 0.033617 0.1 0.0 0.1
C 1.950596 -3.262760 0.557949 0.0 -0.2 -0.1
S 1.213351 -2.032905 1.589031 0.0 0.3 0.2
N 3.141230 -3.177417 0.063564 -0.1 0.2 0.2
N 3.730487 -1.992112 0.449354 0.0 -0.1 -0.2
C 4.991845 -1.846789 0.286895 0.0 0.0 0.0
C 5.549807 -0.636830 0.879976 -0.1 -0.1 0.0
C 6.886578 -0.291710 0.820321 0.0 0.0 0.1
C 7.313819 0.838852 1.500459 0.0 0.0 0.0
C 6.401371 1.570028 2.244054 0.0 0.0 0.0
C 5.076002 1.178484 2.249900 0.0 -0.1 0.1
N 4.650536 0.110805 1.571021 0.1 0.1 -0.3
H -0.724751 -5.737004 1.170781 0.0 0.0 0.0
H -0.548724 -4.097763 1.818829 0.0 0.0 0.0
H 0.601374 -5.378521 2.294382 0.0 0.0 0.0
H 5.596300 -2.613509 -0.181186 0.0 0.0 0.0
H 7.572531 -0.898509 0.246892 0.0 0.0 0.0
H 8.351613 1.139104 1.458395 0.0 0.0 0.0
H 6.701641 2.444278 2.802609 0.0 0.0 0.0
H 4.324918 1.720923 2.807682 0.0 0.0 0.0
N 1.831009 1.574661 1.327684 -0.2 -0.2 0.0
C 2.599446 2.488047 0.450652 0.1 0.0 0.0
C 3.384708 1.697862 -0.597143 -0.3 -0.2 0.0
O 4.202138 2.213546 -1.303763 0.0 0.1 0.0
O 3.081699 0.395160 -0.651526 0.5 0.3 0.1
H 0.930536 1.374642 0.867362 0.0 0.1 0.0
H 1.636924 2.003393 2.225061 0.0 -0.1 0.0
H 3.312423 3.063338 1.038612 0.0 0.0 0.0
H 1.948532 3.195305 -0.064426 0.0 0.0 0.0
C -3.634361 -2.472435 -2.101485 0.0 0.0 0.0
C -4.757607 -2.356044 -1.073433 0.0 0.0 0.0
C -4.670068 -1.145003 -0.145637 0.0 0.0 0.0
C -3.497284 -1.161855 0.836366 0.0 0.0 -0.1
N -2.190854 -0.945108 0.230426 0.1 0.0 0.1
C -1.672624 0.228158 -0.164350 -0.1 -0.2 0.0
S -0.133873 0.239221 -0.879274 0.1 0.3 -0.1
N -2.412568 1.328033 0.032357 0.0 0.0 0.0
C -2.071913 2.660626 -0.455591 0.0 0.0 0.0
C -2.345287 2.848601 -1.944726 0.0 0.0 0.0
C -3.783167 2.540701 -2.356659 0.0 0.0 0.0
C -4.831079 3.378456 -1.631848 0.0 0.0 0.0
H -3.889635 -3.209324 -2.862664 0.0 0.0 0.0
H -2.687983 -2.784812 -1.659230 0.0 0.0 0.0
H -3.460351 -1.520133 -2.607421 0.0 0.0 0.0
H -4.804332 -3.266102 -0.467180 0.0 0.0 0.0
H -5.710879 -2.296632 -1.602385 0.0 0.0 0.0
H -5.586217 -1.087407 0.447674 0.0 0.0 0.0
H -4.631946 -0.233248 -0.751121 0.0 0.0 0.0
H -3.453478 -2.129013 1.339020 0.0 0.0 0.0
H -3.647457 -0.417068 1.624216 0.0 0.0 0.0
H -1.585758 -1.731909 0.064852 0.0 0.0 0.0
H -3.354225 1.205292 0.367223 0.0 0.0 0.0
H -1.019146 2.846136 -0.244818 0.0 0.0 0.0
H -2.658187 3.361880 0.138783 0.0 0.0 0.0
H -1.657586 2.213407 -2.505376 0.0 0.0 0.0
H -2.103768 3.885858 -2.194456 0.0 0.0 0.0
H -3.984842 1.476293 -2.199471 0.0 0.0 0.0
H -3.871524 2.702695 -3.432272 0.0 0.0 0.0
H -4.885980 3.144938 -0.565363 0.0 0.0 0.0
H -5.824510 3.210085 -2.046567 0.0 0.0 0.0
H -4.611249 4.444169 -1.721895 0.0 0.0 0.0